Entry 1:
Molecular formula: C23H26F24N4O6P
Method: DFT, ωB97M-V/def2-TZVPD

Summary:
* max |F|: 6.48 eV/A
* E_LUMO: -4.305 eV
* 2S+1: 1
* orbital gap: 7.86 eV
* E: -4300.22813 Ha
* total charge: +1

Last column: Mulliken charge in e.
Positions of all 84 atoms, in Å:
C  -5.51991  -3.15721  -3.57465  -0.769
P  -4.16828  -2.60910  -4.77868  -0.094
C  -3.98331  -4.01982  -6.02675  -1.005
N  -2.63875  -2.20952  -3.96026  0.306
C  -1.47040  -1.93627  -4.78648  0.245
N  -1.41168  -1.37078  -6.01105  -0.313
N  -0.29012  -2.35585  -3.97521  -0.384
C  -0.81384  -3.27668  -2.92850  -0.495
O  0.03696  -3.71747  -1.84786  -0.347
C  0.70656  -2.62568  -1.22726  0.528
N  1.06255  -1.78666  -0.42710  -0.440
C  -2.33452  -2.85106  -2.64109  0.084
C  -2.61877  -1.68676  -1.54998  -0.056
C  -3.18173  -0.31943  -2.21866  0.369
O  -4.41142  -0.26154  -2.48435  -0.567
O  -2.37332  0.80962  -2.53107  -0.471
H  -6.22835  -2.27052  -3.38943  0.297
H  -5.04414  -3.54725  -2.60972  0.217
H  -6.12937  -4.03897  -4.02013  0.417
H  -5.01372  -4.13766  -6.54944  0.354
H  -3.77183  -5.04254  -5.51810  0.316
H  -3.23850  -3.79363  -6.87509  0.310
H  -2.25620  -1.17725  -6.58197  0.286
H  -0.47885  -1.05381  -6.34716  0.295
H  0.40391  -2.87958  -4.55124  0.349
H  -0.95365  -4.26593  -3.52486  0.518
H  -2.81943  -3.84955  -2.36378  0.337
H  -1.69406  -1.38047  -0.94564  0.162
H  -3.44879  -2.02079  -0.81394  0.176
H  -2.43129  1.02984  -3.49842  0.366
C  0.60188  0.69851  3.27411  -0.883
C  1.00508  1.35026  1.93563  1.047
C  2.31249  0.85225  1.31814  0.161
F  3.37843  1.08603  2.10909  -0.254
F  2.55948  1.49672  0.14784  -0.331
F  1.01672  2.69643  2.08609  -0.284
F  -0.00034  1.08169  1.04442  -0.271
O  0.92324  1.41994  4.46983  -0.402
C  2.22753  1.25178  4.99159  0.753
C  3.04299  2.54893  4.97402  0.208
F  3.16469  3.04536  3.72216  -0.200
F  4.30065  2.33487  5.43265  -0.256
F  2.84001  0.23424  4.35304  -0.250
F  2.06418  0.84134  6.27072  -0.298
H  -0.49215  0.66260  3.27434  0.474
H  0.91032  -0.34892  3.33637  0.370
H  2.26597  -0.21754  1.10357  0.223
H  2.57312  3.31395  5.59549  0.237
C  6.62430  1.96778  1.37292  -0.549
C  6.67507  0.75735  0.41593  0.905
C  7.57935  -0.39437  0.85735  0.052
F  8.87007  -0.02759  0.96408  -0.219
F  7.54439  -1.39845  -0.05811  -0.280
F  6.99795  1.18778  -0.82799  -0.294
F  5.40094  0.26799  0.31994  -0.271
O  7.46389  3.08164  1.04085  -0.435
C  8.81074  3.02385  1.46949  0.692
C  9.80125  2.98678  0.30119  0.214
F  9.58299  1.92371  -0.50492  -0.214
F  11.07511  2.88003  0.75121  -0.253
F  8.96650  1.99567  2.32679  -0.278
F  9.01620  4.14700  2.19689  -0.293
H  5.60955  2.37153  1.30111  0.276
H  6.72727  1.67545  2.42170  0.401
H  7.25410  -0.80652  1.81587  0.291
H  9.72301  3.89121  -0.30568  0.238
C  -6.04161  0.92281  0.41943  -0.238
C  -6.02214  2.35575  0.99018  0.730
C  -4.69188  2.81987  1.58588  0.194
F  -4.30292  2.06708  2.63374  -0.205
F  -4.80212  4.08961  2.05121  -0.287
F  -7.03061  2.48851  1.88433  -0.288
F  -6.32596  3.19754  -0.04378  -0.321
O  -6.57259  -0.10418  1.26843  -0.399
C  -5.68856  -0.68409  2.20693  0.748
C  -6.10639  -0.41724  3.65671  0.115
F  -6.17144  0.90531  3.92120  -0.206
F  -5.20693  -0.94517  4.52280  -0.256
F  -4.42599  -0.29036  1.93922  -0.217
F  -5.71849  -2.01855  1.96787  -0.302
H  -6.73053  0.94449  -0.43057  0.492
H  -5.08090  0.63466  -0.01534  -0.098
H  -3.89756  2.80842  0.83499  0.267
H  -7.08606  -0.85147  3.86693  0.248



Entry 2:
Molecular formula: C23H26F3N3O
Method: DFT, ωB97M-V/def2-TZVPD

Summary:
* max |F|: 1.99 eV/A
* E_LUMO: -2.401 eV
* energy relative to the best compared isomer or geometry (same formula, charge and spin): 0.511 eV
* 2S+1: 1
* orbital gap: 4.67 eV
* E: -1431.01803 Ha

Last column: Mulliken charge in e.
Positions of all 56 atoms, in Å:
C  1.02452  -1.36865  7.10216  -0.541
C  1.30698  0.12879  7.33723  -0.502
C  1.47285  0.77410  5.95149  -0.634
N  1.20154  -0.28676  4.99789  0.193
C  1.31054  -0.10050  3.63594  0.221
C  2.34272  -0.73937  2.90623  -0.490
C  2.47525  -0.50936  1.55598  -0.936
C  1.48981  0.21083  0.82846  0.696
C  1.62360  0.25603  -0.57149  -0.875
C  0.59076  0.53076  -1.48366  0.894
C  -0.78159  0.29809  -1.19241  -0.824
C  -1.75901  0.57714  -2.11738  -0.380
C  -1.42280  1.21401  -3.33928  0.109
N  -2.41253  1.62107  -4.20987  0.172
C  -3.39974  0.68862  -4.72316  -0.521
C  -4.54838  1.54982  -5.25920  -0.572
C  -4.08245  3.01623  -5.18508  -0.522
C  -2.74066  3.02195  -4.43458  -0.574
C  -0.05585  1.43369  -3.65267  -0.529
C  0.92221  1.02911  -2.77707  -0.832
C  0.45682  0.85503  1.57570  -0.482
C  0.39705  0.74058  2.94608  -0.495
C  1.14211  -1.60970  5.59108  -0.580
H  1.73031  -2.00200  7.64203  0.303
H  0.01126  -1.62646  7.42041  0.268
H  0.48631  0.61296  7.87106  0.274
H  2.22424  0.26289  7.91460  0.293
H  0.78975  1.61739  5.77295  0.296
H  2.50351  1.15650  5.81824  0.275
H  3.06541  -1.36303  3.42895  0.370
H  3.32966  -0.89156  1.00463  0.599
H  2.60723  0.05326  -0.98624  0.454
H  -1.04975  -0.14703  -0.23365  0.646
H  -2.80902  0.36396  -1.89847  0.379
H  -2.93976  0.08744  -5.52647  0.268
H  -3.70174  -0.00802  -3.92831  0.297
H  -4.79964  1.25146  -6.27848  0.297
H  -5.42350  1.39513  -4.62321  0.272
H  -3.94437  3.43207  -6.18548  0.283
H  -4.80645  3.63419  -4.64986  0.275
H  -2.81260  3.54668  -3.46511  0.326
H  -1.93915  3.51474  -5.00718  0.259
H  0.19278  1.87082  -4.61873  0.419
H  1.97733  1.09342  -3.03261  0.432
H  -0.27890  1.46457  1.05346  0.606
H  -0.37819  1.25049  3.52532  0.429
H  2.04018  -2.19314  5.32614  0.276
H  0.27241  -2.14891  5.18305  0.282
H  2.61707  -2.22268  -0.35553  0.260
N  2.78678  -2.69002  -1.24832  -0.771
C  1.68722  -3.24519  -1.70959  0.368
C  2.25020  -4.30413  -2.80879  0.806
F  3.20079  -3.76225  -3.62552  -0.270
F  2.82138  -5.36794  -2.14558  -0.285
F  1.26440  -4.80838  -3.59921  -0.263
O  0.47114  -3.15872  -1.51690  -0.720



Entry 3:
Molecular formula: C23H26InNO3
Method: DFT, ωB97M-V/def2-TZVPD

Summary:
* max |F|: 4.16 eV/A
* E_LUMO (alpha / beta): -1.465 / -1.434 eV
* energy relative to the best compared isomer or geometry (same formula, charge and spin): 0.470 eV
* 2S+1: 1
* orbital gap (alpha / beta): 6.05 / 6.06 eV
* E: -1362.46499 Ha

Last column: Mulliken charge in e.
Positions of all 54 atoms, in Å:
C  -1.58733  -0.38404  1.49057  -0.655
C  -1.40093  1.01343  1.65639  -1.168
C  -1.76687  1.66212  0.44577  0.043
H  -1.03898  1.51658  2.54561  0.647
C  -2.21452  0.66514  -0.46458  -0.045
C  -2.06455  -0.59870  0.16885  -1.023
H  -2.62331  0.84835  -1.45334  0.611
C  2.15900  -0.54441  1.29210  -0.435
C  1.61666  0.38978  2.22307  -0.666
C  1.62193  1.67931  1.62124  -0.840
H  1.22237  0.15235  3.20933  0.502
C  2.24017  1.55417  0.33813  0.052
C  2.65654  0.19603  0.18581  -1.109
H  -1.70565  2.73018  0.26357  0.656
H  -2.34829  -1.55857  -0.24368  0.557
H  -1.40958  -1.15263  2.23788  0.441
H  3.23543  -0.19958  -0.65016  0.338
H  1.19242  2.60716  2.02060  0.492
H  2.15035  -1.63219  1.39478  0.474
In  0.44304  -0.87744  -3.66801  0.633
C  2.07013  2.48100  -0.83203  2.570
C  3.36076  2.49419  -1.67802  -1.774
C  1.78281  3.94730  -0.45911  -1.880
H  4.19856  2.79040  -1.01913  0.435
H  3.30410  3.24112  -2.48472  0.468
H  3.60717  1.52447  -2.12306  0.313
H  2.54455  4.29781  0.25953  0.443
H  0.78114  4.08916  -0.03392  0.263
H  1.83691  4.57237  -1.36849  0.411
C  0.78570  1.85543  -1.53893  3.083
C  0.62874  2.04891  -3.00732  -1.017
H  -0.09202  2.28716  -1.04067  -1.437
H  0.63075  0.78794  -1.28743  -0.598
O  1.14726  1.21406  -3.83011  -0.692
N  -0.17554  3.07924  -3.45846  0.124
C  -1.62842  2.77481  -3.52336  -0.756
H  0.16089  3.47426  -4.33808  0.369
C  -2.43876  3.59491  -2.56018  0.798
C  -3.77794  3.22532  -2.35542  -0.399
H  -4.20228  2.42018  -2.97119  0.353
C  -4.54320  3.86377  -1.37574  -0.543
H  -5.57216  3.54442  -1.19489  0.377
C  -3.99958  4.92361  -0.63213  -0.588
H  -4.59575  5.43465  0.13311  0.385
C  -2.69241  5.35233  -0.90704  -0.486
H  -2.26349  6.21728  -0.39210  0.378
C  -1.90983  4.69759  -1.87968  -0.320
H  -0.89423  5.03443  -2.12441  0.381
H  -1.78461  1.69570  -3.32789  0.054
H  -2.00454  2.94380  -4.54267  0.537
O  0.15164  -1.26062  -1.37437  -0.536
C  0.31688  -2.54041  -1.49739  0.023
O  0.64796  -3.04553  -2.61617  -0.659
H  0.17869  -3.18208  -0.61724  0.416



What did the second record say?
Molecular formula: C23H26F3N3O
Method: DFT, ωB97M-V/def2-TZVPD

Summary:
* max |F|: 1.99 eV/A
* E_LUMO: -2.401 eV
* energy relative to the best compared isomer or geometry (same formula, charge and spin): 0.511 eV
* 2S+1: 1
* orbital gap: 4.67 eV
* E: -1431.01803 Ha

Last column: Mulliken charge in e.
Positions of all 56 atoms, in Å:
C  1.02452  -1.36865  7.10216  -0.541
C  1.30698  0.12879  7.33723  -0.502
C  1.47285  0.77410  5.95149  -0.634
N  1.20154  -0.28676  4.99789  0.193
C  1.31054  -0.10050  3.63594  0.221
C  2.34272  -0.73937  2.90623  -0.490
C  2.47525  -0.50936  1.55598  -0.936
C  1.48981  0.21083  0.82846  0.696
C  1.62360  0.25603  -0.57149  -0.875
C  0.59076  0.53076  -1.48366  0.894
C  -0.78159  0.29809  -1.19241  -0.824
C  -1.75901  0.57714  -2.11738  -0.380
C  -1.42280  1.21401  -3.33928  0.109
N  -2.41253  1.62107  -4.20987  0.172
C  -3.39974  0.68862  -4.72316  -0.521
C  -4.54838  1.54982  -5.25920  -0.572
C  -4.08245  3.01623  -5.18508  -0.522
C  -2.74066  3.02195  -4.43458  -0.574
C  -0.05585  1.43369  -3.65267  -0.529
C  0.92221  1.02911  -2.77707  -0.832
C  0.45682  0.85503  1.57570  -0.482
C  0.39705  0.74058  2.94608  -0.495
C  1.14211  -1.60970  5.59108  -0.580
H  1.73031  -2.00200  7.64203  0.303
H  0.01126  -1.62646  7.42041  0.268
H  0.48631  0.61296  7.87106  0.274
H  2.22424  0.26289  7.91460  0.293
H  0.78975  1.61739  5.77295  0.296
H  2.50351  1.15650  5.81824  0.275
H  3.06541  -1.36303  3.42895  0.370
H  3.32966  -0.89156  1.00463  0.599
H  2.60723  0.05326  -0.98624  0.454
H  -1.04975  -0.14703  -0.23365  0.646
H  -2.80902  0.36396  -1.89847  0.379
H  -2.93976  0.08744  -5.52647  0.268
H  -3.70174  -0.00802  -3.92831  0.297
H  -4.79964  1.25146  -6.27848  0.297
H  -5.42350  1.39513  -4.62321  0.272
H  -3.94437  3.43207  -6.18548  0.283
H  -4.80645  3.63419  -4.64986  0.275
H  -2.81260  3.54668  -3.46511  0.326
H  -1.93915  3.51474  -5.00718  0.259
H  0.19278  1.87082  -4.61873  0.419
H  1.97733  1.09342  -3.03261  0.432
H  -0.27890  1.46457  1.05346  0.606
H  -0.37819  1.25049  3.52532  0.429
H  2.04018  -2.19314  5.32614  0.276
H  0.27241  -2.14891  5.18305  0.282
H  2.61707  -2.22268  -0.35553  0.260
N  2.78678  -2.69002  -1.24832  -0.771
C  1.68722  -3.24519  -1.70959  0.368
C  2.25020  -4.30413  -2.80879  0.806
F  3.20079  -3.76225  -3.62552  -0.270
F  2.82138  -5.36794  -2.14558  -0.285
F  1.26440  -4.80838  -3.59921  -0.263
O  0.47114  -3.15872  -1.51690  -0.720